This record from the OMol25 dataset describes a structure of composition C21H41AsBrFeO4Se2Si3 in a non-equilibrium geometry. The level of theory is wB97M-V/def2-TZVPD.

Structure (ORCA input):
```
! wB97M-V def2-TZVPD RIJCOSX def2/J DEFGRID3
* xyz 0 6
Fe -0.344 0.173 1.281
O 0.707 -1.951 2.100
C 2.029 -1.771 2.585
C 2.388 -0.282 2.672
C 3.781 -0.217 3.357
O 4.842 -0.816 2.636
C 2.570 0.399 1.292
Se 1.489 -0.182 -0.271
C 1.469 0.510 3.626
Se -0.517 0.328 3.596
H 0.492 -2.889 2.078
H 2.732 -2.272 1.907
H 2.119 -2.212 3.586
H 3.703 -0.654 4.361
H 4.058 0.833 3.468
H 4.690 -1.762 2.557
H 3.590 0.233 0.956
H 2.412 1.471 1.393
H 1.659 1.573 3.485
H 1.729 0.258 4.655
C -4.452 -2.374 1.430
Si -4.448 -0.544 0.964
C -4.538 0.531 2.512
C -5.913 -0.213 -0.182
As -2.334 -0.042 0.019
Si -2.698 2.180 -0.648
C -4.106 2.559 -1.860
C -1.170 2.624 -1.772
C -2.852 3.350 0.822
Si -2.212 -1.312 -2.003
C -1.890 -3.058 -1.366
C -3.760 -1.250 -3.092
C -0.773 -0.792 -3.117
H -5.236 -2.583 2.160
H -3.496 -2.658 1.874
H -4.630 -3.007 0.559
H -5.211 0.102 3.257
H -4.892 1.538 2.281
H -3.549 0.618 2.969
H -6.831 -0.591 0.273
H -5.784 -0.714 -1.143
H -6.048 0.852 -0.373
H -4.308 1.728 -2.536
H -3.859 3.434 -2.466
H -5.030 2.783 -1.326
H -1.153 1.964 -2.640
H 0.507 1.617 -1.016
H -1.275 3.646 -2.133
H -3.897 3.476 1.113
H -2.446 4.336 0.591
H -2.308 2.958 1.685
H -2.728 -3.424 -0.770
H -1.000 -3.042 -0.731
H -1.713 -3.764 -2.179
H -4.569 -1.860 -2.687
H -3.517 -1.629 -4.086
H -4.129 -0.230 -3.206
H 0.153 -0.663 -2.556
H -0.982 0.127 -3.668
H -0.594 -1.577 -3.856
Br 0.352 7.311 3.378
C 0.442 6.523 1.647
C 0.582 7.354 0.538
C 0.668 6.757 -0.720
C 0.590 5.392 -0.878
C 0.409 4.552 0.253
C 0.358 5.159 1.541
C 0.236 3.172 0.200
O 0.192 2.568 -1.188
O 0.014 2.318 1.076
H 0.627 8.427 0.652
H 0.804 7.389 -1.588
H 0.687 4.955 -1.864
H 0.245 4.530 2.412
*
```

The calculation puts the LUMO energy (spin up / spin down) at 0.333 / 0.215 eV. The relative energy (zero: lowest compared OMol25 entry of this formula, charge and spin) comes out at 311.4 kJ/mol. The expectation value of S² is 8.80. For the HOMO energy (spin up / spin down), the calculation gives -5.88 / -7.22 eV. The calculation puts the orbital gap (spin up / spin down) at 6.2 / 7.4 eV.